# 1
The following is a DFT calculation (ωB97M-V with the def2-TZVPD basis set) of a structure of composition C21H47BrI2N3O8P.

Computed properties:
- HOMO energy: -0.3167 Ha
- Net charge: 0
- Gap between HOMO and LUMO: 8.729 eV

Structure (XYZ):
```
83
Properties=species:S:1:pos:R:3:mulliken_charge:R:1
C -1.7888 -3.0326 -0.9576 -0.90
C -1.1561 -1.9306 -1.9291 -0.20
C -2.0526 -0.5837 -2.0326 -0.38
I -0.9205 0.9513 -3.1141 0.09
N -2.4875 -0.1624 -0.6832 -0.36
I -0.8723 0.3185 0.5017 0.27
C -3.3871 1.0266 -0.7050 -0.69
C -4.7178 0.8552 -1.5588 -0.41
O -5.6311 -0.0675 -0.9238 -0.23
C -6.9129 -0.0700 -1.6410 0.06
C -8.0252 -0.3632 -0.5351 -0.59
C -9.2842 -1.1982 -1.0458 -0.70
C -9.0895 -2.7795 -0.9594 0.59
O -8.3980 -3.3689 -0.1225 -0.51
O -9.7808 -3.5335 -1.9520 -0.50
P -6.7886 -1.3911 -3.0023 0.04
O -6.1711 -0.6742 -4.4467 -0.51
Br -5.1659 -2.8135 -2.3017 -0.04
H -2.5252 -3.7006 -1.5231 0.16
H -2.2451 -2.6218 -0.0061 0.23
H -0.9333 -3.7301 -0.6344 0.34
H -0.0673 -1.6884 -1.6550 0.14
H -1.0865 -2.4216 -2.9666 0.38
H -2.9259 -0.8689 -2.7134 0.18
H -3.7259 1.1871 0.3826 0.30
H -2.8494 1.9842 -1.0049 0.45
H -4.5632 0.5070 -2.6296 0.19
H -5.2207 1.8765 -1.6037 0.31
H -7.1301 0.9288 -2.1505 0.42
H -8.4276 0.6607 -0.2034 0.27
H -7.6010 -0.8379 0.4100 0.31
H -10.1462 -0.9616 -0.3207 0.38
H -9.6722 -0.8628 -2.0719 0.24
H -9.1319 -4.1602 -2.3392 0.36
H -5.1850 -0.6722 -4.4291 0.36
C 2.1662 -0.9050 7.6815 -0.71
O 3.2900 -0.2340 7.1341 -0.33
C 4.2764 -1.1175 6.5982 -0.81
C 4.3165 -1.0247 5.0728 -0.15
N 3.1174 -1.6058 4.4712 -0.34
C 2.9513 -1.2943 3.0487 -0.86
C 2.8052 0.1820 2.6513 0.09
O 1.5912 0.7869 3.0874 -0.30
C 1.6081 1.2551 4.4273 -0.65
H 1.5723 -0.1745 8.2325 0.23
H 1.5373 -1.3253 6.8920 0.30
H 2.4734 -1.6945 8.3729 0.34
H 4.1337 -2.1481 6.9369 0.41
H 5.2400 -0.7735 6.9865 0.39
H 5.1971 -1.5610 4.7035 0.38
H 4.4241 0.0314 4.8115 0.17
H 2.3018 -1.2598 4.9645 0.10
H 2.0494 -1.8205 2.7194 0.40
H 3.7894 -1.7314 2.4958 0.38
H 2.7726 0.2161 1.5569 -0.11
H 3.6697 0.7888 2.9406 0.29
H 2.5960 1.6175 4.7285 0.31
H 1.2641 0.4712 5.1041 0.19
H 0.9015 2.0828 4.5052 0.31
C 5.9196 1.4337 -5.1386 -0.71
O 6.2781 2.0600 -3.9171 -0.33
C 5.7254 3.3683 -3.7634 -0.80
C 4.6465 3.3778 -2.6803 -0.16
N 3.4497 2.6580 -3.1128 -0.33
C 2.4983 2.3765 -2.0337 -0.37
C 2.9759 1.4977 -0.8692 -0.17
O 3.2175 0.1399 -1.2205 -0.31
C 4.4917 -0.1093 -1.7933 -0.69
H 6.5351 0.5404 -5.2532 0.23
H 4.8714 1.1227 -5.1272 0.29
H 6.1032 2.0931 -5.9914 0.34
H 5.3518 3.7713 -4.7096 0.40
H 6.5467 4.0116 -3.4327 0.40
H 4.3766 4.4143 -2.4515 0.38
H 5.0802 2.9305 -1.7820 0.16
H 3.7288 1.7733 -3.5223 0.07
H 1.6411 1.8789 -2.4983 -0.30
H 2.1312 3.3283 -1.6350 0.48
H 2.1613 1.4692 -0.1366 0.16
H 3.8356 1.9227 -0.3397 0.38
H 5.2669 0.5466 -1.3844 0.31
H 4.4413 -0.0130 -2.8793 0.19
H 4.7657 -1.1421 -1.5722 0.31
```

# 2
The following is a DFT calculation (ωB97M-V with the def2-TZVPD basis set) of a structure of composition C30H45F5OP2Y.

Computed properties:
- HOMO energy: -0.3609 Ha
- Net charge: +1
- Gap between HOMO and LUMO: 6.350 eV

Structure (XYZ):
```
84
Properties=species:S:1:pos:R:3:mulliken_charge:R:1
Y -0.1820 0.1289 0.0805 -2.22
C -1.8692 1.7117 0.2148 0.85
C -2.2485 0.7574 -0.8693 1.28
C -2.1130 -0.4732 1.1878 0.86
C -1.8541 0.9570 1.4753 1.68
C -2.3944 -0.6157 -0.2612 0.71
C -1.9171 3.2095 0.0759 -1.97
H -1.5868 3.5806 -0.9126 0.35
H -1.3109 3.7464 0.8245 0.39
H -2.9578 3.5691 0.2084 0.32
C -1.8375 1.5430 2.8286 -1.59
H -1.6370 2.6245 2.8480 0.45
H -1.1074 1.0755 3.4993 0.03
H -2.8148 1.4045 3.3166 0.37
C -2.3321 -1.5416 2.2060 -1.83
H -3.4083 -1.6350 2.4467 0.37
H -1.8149 -1.3291 3.1541 0.21
H -1.9948 -2.5481 1.8916 0.23
C -3.2594 -1.7371 -0.7377 -1.87
H -4.3124 -1.4918 -0.4992 0.36
H -3.0640 -2.6884 -0.2127 0.46
H -3.2594 -1.9816 -1.8157 0.32
C -3.0561 1.2704 -1.9763 -1.74
H -3.9976 1.6820 -1.5634 0.37
H -3.3788 0.5163 -2.7039 0.46
H -2.5981 2.1160 -2.5196 0.21
C 1.3662 0.5178 -3.3268 0.29
C 0.3396 1.3954 -3.4790 0.17
C -0.2371 1.7389 -4.8158 -1.22
C -1.1096 0.5876 -5.3714 -1.06
C -1.1559 -0.6298 -4.4794 -0.24
C -0.1194 -1.4802 -4.3953 -0.35
C 1.1769 -1.2591 -5.1168 -0.86
C 2.0446 -0.1479 -4.4828 -1.18
H 0.5668 1.9736 -5.5292 0.45
H -0.6912 0.2940 -6.3468 0.38
H -0.8255 2.6738 -4.7371 0.36
H 2.3163 0.5916 -5.2486 0.40
H 1.7655 0.1649 -2.3756 0.34
H -0.1898 1.8982 -2.6678 0.25
H 3.0078 -0.5706 -4.1416 0.35
H 1.7293 -2.2079 -5.2107 0.41
H -0.2612 -2.4886 -3.9897 0.44
H 0.9727 -0.9833 -6.1620 0.37
H -2.1188 0.9349 -5.6430 0.34
H -2.1394 -0.9559 -4.1138 0.55
P 1.5491 1.9001 0.6994 1.86
C 1.2012 2.7072 2.2790 -1.14
H 2.0751 3.3256 2.5090 0.60
H 1.0515 2.0385 3.1331 -0.10
H 0.3355 3.3822 2.2298 0.32
C 3.2442 1.3554 0.9439 -1.31
H 3.7983 2.2089 1.3620 0.48
H 3.7373 1.0676 0.0025 0.40
H 3.3409 0.5123 1.6453 0.30
C 1.7692 3.3874 -0.2792 -1.36
H 2.2626 3.1960 -1.2396 0.41
H 2.4249 4.0552 0.2986 0.47
H 0.8322 3.9315 -0.4764 0.36
P 0.7947 -2.2105 -0.1472 2.40
C -0.3864 -3.5280 -0.5325 -1.72
H 0.2144 -4.3627 -0.9160 0.51
H -1.1826 -3.3159 -1.2497 0.26
H -0.9082 -3.8883 0.3750 0.41
C 2.4322 -2.4999 -0.8230 -1.30
H 2.4137 -2.6874 -1.8999 0.37
H 2.8433 -3.4134 -0.3687 0.50
H 3.1584 -1.6908 -0.6176 0.32
C 1.1899 -3.0453 1.3860 -1.97
H 1.4112 -4.0985 1.1552 0.78
H 0.3781 -3.0524 2.1201 0.27
H 2.0803 -2.6460 1.8740 0.37
F 1.8027 -1.0936 8.1229 -0.31
C 1.4884 -0.9007 6.8372 0.75
C 0.9937 0.3112 6.3865 -0.05
F 0.8363 1.2924 7.3036 -0.29
C 0.6626 0.5065 5.0443 -0.13
F 0.1686 1.8098 4.9342 -0.36
C 0.7810 -0.4845 3.9339 0.08
O 0.5134 -0.3721 2.7238 0.37
C 1.3017 -1.7022 4.5687 -0.10
F 1.5240 -2.8826 3.8931 -0.41
C 1.6338 -1.9104 5.9020 0.06
F 2.1016 -3.1012 6.3336 -0.30
```

# 3
The following is a DFT calculation (ωB97M-V with the def2-TZVPD basis set) of a cluster of 2 separate species, C6H14N2O2 in total.

Computed properties:
- Relative energy (zero: lowest compared OMol25 entry of this formula, charge and spin): 20.5 kcal/mol
- HOMO energy: -0.3516 Ha
- Structure (SMILES): CNC(C)=O.CNC(C)=O
- Net charge: 0
- Gap between HOMO and LUMO: 10.149 eV

Structure (XYZ):
```
24
Properties=species:S:1:pos:R:3:mulliken_charge:R:1
C 0.5902 -1.2513 1.9187 -1.00
C -2.3325 1.0983 1.1701 -1.23
C -1.4321 0.2316 2.0209 0.80
O -1.7625 -0.1116 3.1414 -0.65
N -0.2980 -0.1986 1.4233 -0.08
H -0.1180 -0.0680 0.4491 0.17
H 1.5370 -0.8207 2.2142 0.28
H -1.7915 1.9402 0.7365 0.35
H 0.1678 -1.7538 2.7866 0.36
H 0.7167 -1.9586 1.0991 0.30
H -2.9299 0.5060 0.4807 0.29
H -3.0789 1.6049 1.7511 0.36
C 2.3182 -1.3415 -2.2253 -1.11
C 0.2326 1.6894 -1.3636 -0.32
C 1.1269 -0.4492 -2.1053 0.83
O 0.0258 -0.7100 -2.5433 -0.63
N 1.3103 0.7371 -1.4503 -0.22
H 3.2551 -0.7888 -2.2437 0.34
H 2.1303 -2.0335 -3.0449 0.33
H 2.1757 0.9548 -0.9922 0.17
H -0.3705 1.6252 -2.2663 0.29
H 2.4038 -2.0203 -1.3664 0.24
H -0.4426 1.4703 -0.5394 -0.24
H 0.6466 2.6697 -1.1488 0.36
```

# 4
The following is a DFT calculation (ωB97M-V with the def2-TZVPD basis set) of a cluster of 7 separate species, H14O7 in total.

Computed properties:
- Relative energy (zero: lowest compared OMol25 entry of this formula, charge and spin): 48.4 kcal/mol
- HOMO energy: -0.3741 Ha
- Structure (SMILES): O.O.O.O.O.O.O
- Net charge: 0
- Gap between HOMO and LUMO: 10.121 eV

Structure (XYZ):
```
21
Properties=species:S:1:pos:R:3:mulliken_charge:R:1
O 1.2894 -2.4207 -0.2868 -0.61
H 0.3464 -2.4267 -0.2988 0.28
H 1.5974 -3.1427 -0.8768 0.30
O -3.3836 -1.3157 0.3312 -0.64
H -2.4426 -1.2807 0.5242 0.38
H -3.7296 -2.1937 0.5342 0.33
O 0.1254 0.6893 -1.3618 -0.65
H 0.0384 1.2863 -0.6048 0.23
H -0.2666 -0.0867 -0.9468 0.38
O 1.4654 -0.9967 -2.8768 -0.65
H 2.3214 -0.9657 -2.4088 0.30
H 0.8034 -0.4027 -2.4908 0.39
O -0.6066 -0.8127 0.9522 -0.64
H -1.0326 -0.5137 1.7592 0.26
H 0.3174 -1.0197 1.2162 0.31
O 1.7594 3.0153 0.3222 -0.62
H 2.5584 2.7793 0.7672 0.32
H 1.0954 2.7643 0.9262 0.35
O -0.4376 2.1483 1.6782 -0.70
H -1.2326 1.9043 1.0752 0.36
H -0.5866 2.9903 2.0662 0.31
```

# 5
The following is a DFT calculation (ωB97M-V with the def2-TZVPD basis set) of the ion C3H6FO2S with charge -1.

Computed properties:
- Relative energy (zero: lowest compared OMol25 entry of this formula, charge and spin): 6.1 kcal/mol
- HOMO energy: -0.1238 Ha
- Net charge: -1
- Gap between HOMO and LUMO: 7.479 eV

Structure (XYZ):
```
13
Properties=species:S:1:pos:R:3:mulliken_charge:R:1
C 0.7602 -0.4428 -1.1229 -1.54
C 0.4689 0.3914 1.1948 -1.29
C -0.0696 0.5085 -0.2490 1.05
O -1.6102 -1.5794 -0.2236 -0.66
O -2.4816 0.4134 0.9125 -0.61
F 0.1382 1.8242 -0.7376 -0.38
S -1.8988 -0.0857 -0.3195 0.40
H 0.4190 -0.3190 -2.0858 0.44
H 1.8751 -0.1813 -1.2862 0.34
H 0.8453 -1.5008 -0.8633 0.36
H -0.5043 0.4507 1.9407 0.26
H 1.2572 1.1088 1.5516 0.32
H 0.8005 -0.5881 1.2881 0.32
```

# 6
The following is a DFT calculation (ωB97M-V with the def2-TZVPD basis set) of a structure of composition C14H30CoN6O5.

Computed properties:
- Relative energy (zero: lowest compared OMol25 entry of this formula, charge and spin): 6.3 kcal/mol
- HOMO energy (spin up / spin down): -0.5297 / -0.5213 Ha
- 2S+1: 2
- Net charge: +2
- ⟨S²⟩: 0.77
- Gap between HOMO and LUMO (spin up / spin down): 9.489 / 9.229 eV

Structure (XYZ):
```
56
Properties=species:S:1:pos:R:3:mulliken_spin:R:1
Co 0.6253 0.2307 0.2357 1.02
C 0.5221 5.1532 1.7404 0.00
N -0.2199 4.0803 1.0858 0.00
C -1.5982 4.3513 0.6826 0.00
C 0.2642 2.8580 0.9655 0.00
O -0.4096 1.9190 0.4762 0.01
C 1.6977 2.6057 1.4284 0.00
O 1.9796 1.2060 1.3250 -0.01
C 3.2712 0.8941 0.7903 0.00
C 3.1428 0.8487 -0.7419 -0.01
O 1.9899 0.9130 -1.2274 0.03
N 4.2326 0.7418 -1.4774 0.00
C 5.5782 0.6598 -0.9273 0.00
C 4.1430 0.7214 -2.9332 0.00
H 0.0740 6.0997 1.4529 0.00
H 0.4779 5.0608 2.8265 0.00
H 1.5596 5.1697 1.4130 0.00
H -1.6557 5.3641 0.2909 0.00
H -1.8927 3.6470 -0.0890 0.00
H -2.2716 4.2611 1.5356 0.00
H 2.3738 3.1792 0.7876 0.00
H 1.8474 2.9185 2.4642 0.00
H 3.9903 1.6446 1.1215 0.00
H 3.5514 -0.0779 1.1967 0.00
H 5.5653 0.3755 0.1210 0.00
H 6.1267 -0.1084 -1.4703 0.00
H 6.0976 1.6117 -1.0441 0.00
H 3.1128 0.8761 -3.2338 0.00
H 4.7677 1.5152 -3.3424 0.00
H 4.5001 -0.2382 -3.3065 0.00
N -0.5716 -0.8474 -0.9380 -0.02
C -0.7745 -2.1433 -0.2356 0.00
C -1.2530 -3.2625 -1.1474 0.00
C -2.6971 -3.1985 -1.6500 0.00
C -3.6849 -3.9679 -0.7711 0.00
N -3.6986 -3.6321 0.6576 0.00
C -4.2404 -2.5493 1.1898 0.00
N -4.8459 -1.6415 0.4148 0.00
N -4.2047 -2.3599 2.5097 0.00
C 0.6145 -2.4866 0.4034 -0.01
O 0.9695 -3.6321 0.5074 0.00
O 1.2799 -1.4388 0.8023 -0.02
H -1.4235 -0.4296 -1.3005 0.00
H 0.0193 -1.0337 -1.7497 0.00
H -1.4378 -1.9467 0.6118 0.01
H -1.0741 -4.2116 -0.6385 0.00
H -0.5629 -3.2828 -1.9954 0.00
H -2.7505 -3.7127 -2.6118 0.00
H -3.0210 -2.1741 -1.8589 0.00
H -3.4134 -5.0226 -0.8011 0.00
H -4.7074 -3.9162 -1.1549 0.00
H -3.2530 -4.2832 1.2854 0.00
H -5.0460 -1.8686 -0.5454 0.00
H -5.4423 -0.9498 0.8391 0.00
H -3.7111 -2.9973 3.1123 0.00
H -4.5130 -1.4932 2.9182 0.00
```

# 7
The following is a DFT calculation (ωB97M-V with the def2-TZVPD basis set) of an isolated molecule of C22H24N2O5.

Computed properties:
- Relative energy (zero: lowest compared OMol25 entry of this formula, charge and spin): 96.6 kcal/mol
- HOMO energy: -0.2996 Ha
- Structure (SMILES): COc1cccc(OCc2cc(C(=O)N(C)CCOc3ccc(C)cc3)no2)c1
- Net charge: 0
- Gap between HOMO and LUMO: 8.906 eV

Structure (XYZ):
```
53
Properties=species:S:1:pos:R:3:mulliken_charge:R:1
C 8.0843 0.9215 0.6306 -0.87
H 8.5983 1.7765 1.0668 0.25
O 6.7206 1.2678 0.6095 -0.40
C 5.8296 0.3686 0.1076 0.39
C 6.1550 -0.8830 -0.3952 -0.64
C 5.1445 -1.7019 -0.8774 -0.69
C 3.8290 -1.2961 -0.8663 -0.83
C 3.4993 -0.0372 -0.3594 0.64
C 4.4975 0.7894 0.1246 -0.13
H 4.2984 1.7686 0.5275 0.47
O 2.1695 0.2817 -0.3803 -0.16
C 1.7832 1.5582 0.0636 -0.64
C 0.3093 1.6844 -0.1151 -0.17
C -0.5951 0.9726 -0.8429 0.50
C -1.8351 1.6082 -0.5597 -0.07
N -1.6471 2.6162 0.2561 -0.71
O -0.3260 2.6725 0.5386 -0.26
C -3.1057 1.0938 -1.1335 0.60
O -3.0390 0.3381 -2.0915 -0.68
N -4.2842 1.4154 -0.5550 0.02
C -4.4934 2.3991 0.4786 -0.93
H -4.7530 1.9128 1.4211 0.30
H -3.5922 2.9886 0.6145 0.43
H -5.3169 3.0523 0.1801 0.32
C -5.4424 0.6355 -0.9319 -1.00
H -5.1395 0.0251 -1.7850 0.35
C -5.9349 -0.2613 0.2365 -0.58
O -4.9596 -0.4808 1.2268 -0.56
C -3.7626 -1.0621 0.8824 0.48
C -2.6871 -0.7664 1.7186 -0.46
C -1.4394 -1.2894 1.4574 -0.24
C -1.2259 -2.1185 0.3607 0.58
C -2.3086 -2.4265 -0.4475 -0.60
C -3.5690 -1.9115 -0.1964 -0.50
H -4.3832 -2.1675 -0.8560 0.34
H -2.1715 -3.0720 -1.3027 0.31
C 0.1477 -2.6438 0.0718 -1.03
H 0.4922 -3.2799 0.8870 0.43
H 0.1551 -3.2247 -0.8471 0.37
H 0.8507 -1.8176 -0.0266 -0.15
H -0.6101 -1.0404 2.1044 0.42
H -2.8527 -0.1131 2.5616 0.44
H -6.7464 0.2327 0.7780 0.41
H -6.3191 -1.2072 -0.1657 0.35
H -6.2554 1.2993 -1.2406 0.49
H -0.4394 0.1273 -1.4752 0.65
H 2.2913 2.3436 -0.5182 0.42
H 2.0292 1.7037 1.1260 0.45
H 3.0427 -1.9283 -1.2435 0.41
H 5.3980 -2.6751 -1.2698 0.38
H 7.1749 -1.2304 -0.4189 0.39
H 8.2647 0.0368 1.2495 0.35
H 8.4695 0.7443 -0.3786 0.35
```

Calculated molar mass (g mol⁻¹), listed in the same order as above: 834.306; 667.533; 146.190; 126.105; 125.144; 421.364; 396.443
Calculated total energy (eV), listed in the same order as above: -138917.601; -67085.283; -13524.737; -14559.361; -20856.305; -71798.983; -36419.069
Calculated max |F| (eV/A), listed in the same order as above: 3.5; 5.3; 1.1; 3.3; 4.2; 0.8; 1.2